Entry 1:
{"formula": "C18H23N5", "method": "the ωB97M-V functional and the def2-TZVPD basis", "de_lowest_ev": 2.454, "homo_energy_ev": -7.62, "homo_lumo_gap_ev": 8.22, "smiles": "c1cc[nH]c1.c1cc[nH]c1.c1cc[nH]c1.c1cc[nH]c1.CC#N", "charge": 0, "e_lumo_ev": 0.60, "species": ["N", "N", "N", "N", "N", "C", "C", "C", "C", "C", "C", "C", "C", "C", "C", "C", "C", "C", "C", "C", "C", "C", "C", "H", "H", "H", "H", "H", "H", "H", "H", "H", "H", "H", "H", "H", "H", "H", "H", "H", "H", "H", "H", "H", "H", "H"], "xyz": [[2.55582, 1.90688, -3.20589], [-3.62978, -1.38613, -3.36027], [-1.65896, 5.80269, 0.16877], [4.02000, -3.75942, 5.95066], [-0.26091, -1.84549, 2.49165], [4.88379, -3.26742, 4.93042], [-2.39225, -1.93149, -3.65911], [-4.24428, -1.95559, -2.28347], [4.07637, -2.56374, 4.00533], [-2.22105, -2.90096, -2.64803], [-2.89083, 5.62849, -0.37880], [2.80850, -2.70040, 4.46865], [2.70831, 1.85019, -1.90239], [-0.70224, -1.50758, 1.49159], [-0.96606, 4.68702, 0.21388], [-3.29456, -2.80006, -1.76815], [2.74652, -3.36682, 5.68379], [-1.16693, -1.01564, 0.17262], [2.08519, 0.84283, -1.29643], [-2.93702, 4.32135, -0.83264], [1.33638, 0.18206, -2.31588], [1.70095, 0.86019, -3.45662], [-1.75117, 3.69554, -0.36096], [-3.61847, 6.42322, -0.30576], [-3.92961, -0.52875, -3.80196], [-0.76719, -0.02813, -0.05790], [0.69171, -0.66820, -2.14892], [5.94936, -3.37722, 5.06788], [4.59721, -1.99221, 3.25135], [1.85279, -3.57261, 6.25415], [2.03146, 0.59184, -0.24737], [-1.38574, -3.55019, -2.43084], [1.47858, 0.78480, -4.51078], [-1.81500, -1.47689, -4.45064], [3.35773, 2.57401, -1.43256], [-3.55458, -3.42943, -0.92989], [1.97851, -2.37103, 3.86116], [0.04699, 4.64143, 0.58544], [-1.43414, 6.65291, 0.66544], [4.28376, -4.24353, 6.79692], [-5.23452, -1.65923, -1.97044], [-0.78408, -1.66209, -0.61709], [-3.77097, 3.87980, -1.35796], [2.99750, 2.56726, -3.82953], [-1.53087, 2.65091, -0.52410], [-2.24633, -0.98336, 0.02447]]}



Entry 2:
{"formula": "C4H5O4Rh", "method": "the ωB97M-V functional and the def2-TZVPD basis", "homo_energy_ev": [-13.75, -14.38], "homo_lumo_gap_ev": [8.99, 6.24], "charge": 1, "s2": 8.764, "multiplicity": 6, "e_lumo_ev": [-4.76, -8.14], "species": ["Rh", "O", "O", "O", "O", "C", "C", "C", "C", "H", "H", "H", "H", "H"], "xyz": [[0.99734, -0.44446, 1.68905], [-0.25061, 0.68858, 2.68508], [-2.38244, 0.76279, 1.97319], [-0.88294, -0.67672, 1.08498], [1.19657, 0.74781, -1.04730], [-0.07308, 0.56831, -1.49366], [-1.25949, 0.27216, 1.98473], [-0.97158, -0.40055, -1.03711], [1.90894, -0.21551, -0.33882], [2.91901, 0.16616, -0.14316], [1.84428, -1.21148, -0.80339], [-2.01629, -0.19643, -1.28189], [-0.37966, 1.38411, -2.14873], [-0.65005, -1.44478, -1.12298]]}



Entry 3:
{"formula": "C38H64FNO16S6", "method": "the ωB97M-V functional and the def2-TZVPD basis", "homo_energy_ev": -8.26, "homo_lumo_gap_ev": 7.12, "smiles": "CC[C@@H](C)[C@]1(Cc2cccc(C)c2)[C@@H](S(=O)(=O)F)C(=O)O[C@]1(N)CC(=O)O.O=S1(=O)CCCC1.O=S1(=O)CCCC1.O=S1(=O)CCCC1.O=S1(=O)CCCC1.O=S1(=O)CCCC1", "charge": 0, "e_lumo_ev": -1.14, "species": ["S", "S", "S", "S", "S", "S", "F", "O", "O", "O", "O", "O", "O", "O", "O", "O", "O", "O", "O", "O", "O", "O", "O", "N", "C", "C", "C", "C", "C", "C", "C", "C", "C", "C", "C", "C", "C", "C", "C", "C", "C", "C", "C", "C", "C", "C", "C", "C", "C", "C", "C", "C", "C", "C", "C", "C", "C", "C", "C", "C", "C", "C", "H", "H", "H", "H", "H", "H", "H", "H", "H", "H", "H", "H", "H", "H", "H", "H", "H", "H", "H", "H", "H", "H", "H", "H", "H", "H", "H", "H", "H", "H", "H", "H", "H", "H", "H", "H", "H", "H", "H", "H", "H", "H", "H", "H", "H", "H", "H", "H", "H", "H", "H", "H", "H", "H", "H", "H", "H", "H", "H", "H", "H", "H", "H", "H"], "xyz": [[7.09701, 1.33478, -2.29415], [5.68404, 1.49538, 6.41072], [-0.20151, -6.05073, -4.15842], [-2.98402, -1.96800, -4.71163], [-9.55290, 4.11356, 1.62453], [-5.21226, 0.73128, 1.53850], [6.32513, 2.76683, -2.83260], [-9.79708, 5.34696, 2.34533], [6.26962, 3.03072, 0.14168], [-0.73117, -5.93868, -5.50119], [-8.72103, 4.05964, 0.44080], [8.63969, 1.66833, -2.24981], [6.08340, 4.85852, 2.56420], [3.74984, 5.24040, 1.96835], [8.37833, 1.95425, 1.14655], [-2.51784, -3.33173, -4.57356], [-5.98611, 0.68547, 2.76128], [6.95783, 0.24433, -3.41231], [0.58046, -4.99721, -3.54274], [6.04011, 0.33300, 7.19974], [-3.68692, -1.27731, -3.64894], [-3.76416, 0.67281, 1.53448], [4.63001, 1.46508, 5.41864], [4.01904, 3.27259, -0.37135], [6.55781, 3.84972, 7.27449], [-3.93013, -1.84090, -6.22172], [-1.66581, -1.03746, -6.76717], [-1.06059, 0.43344, 0.82675], [5.02768, 0.74019, -0.12049], [0.59326, -1.64546, -2.61886], [-1.61882, -0.95634, -5.24863], [-0.09292, -8.44954, -3.02423], [7.29401, 1.95796, 0.36892], [0.00763, -0.07954, -0.34581], [-5.83975, -0.51172, 0.42638], [5.06962, -0.47551, 0.97673], [5.18319, -1.97266, 0.23977], [4.97315, 2.30549, 0.36163], [-11.11812, 3.34846, 1.24992], [-8.99149, 2.86387, 2.77117], [-10.12719, 1.84850, 2.88635], [0.68511, -7.59590, -4.02424], [-3.14143, -0.91198, -7.14320], [-5.74631, 2.14141, 0.58038], [2.66740, 0.01992, -1.38802], [-1.55580, -8.01324, -3.08919], [4.92292, 4.32965, 2.16626], [-1.53420, -6.49223, -3.06087], [4.22503, 0.49200, -1.52557], [-0.51275, -1.16424, -1.50010], [2.12961, -1.07428, -2.53333], [3.79637, -0.57330, 1.99213], [-6.38855, 1.57873, -0.68650], [7.15811, 2.14501, 5.64866], [-6.94355, 0.19684, -0.34453], [-10.90299, 1.87679, 1.57032], [4.30581, -0.91192, 3.54906], [5.39831, 2.88115, 7.50143], [6.63701, 0.75900, -0.58265], [7.04832, 3.65020, 5.84124], [1.55743, 0.52386, -0.29865], [4.66928, 2.69414, 1.92379], [4.90209, -1.94486, 3.59573], [-1.28298, -6.12046, -2.06301], [8.00632, 4.14862, 5.66676], [6.24964, 4.88404, 7.45646], [-1.01011, -0.39568, 1.68418], [4.34805, 3.43673, -1.34973], [6.06027, -0.33044, 1.60828], [-10.79431, 2.13295, 3.70914], [-3.46958, 0.12355, -6.99178], [-0.68560, -1.33349, -4.82692], [0.70847, -8.06029, -5.01393], [-11.87213, 3.78887, 1.90913], [-1.64926, -1.52106, -1.48103], [-8.08708, 2.40775, 2.35928], [7.19836, 1.84795, 4.59932], [-8.76842, 3.32894, 3.73474], [-4.88342, 2.77083, 0.34850], [-10.30801, 1.40336, 0.78018], [1.70401, -7.40133, -3.67999], [1.86270, 1.29177, 0.52981], [-2.13889, -8.42241, -2.25901], [6.04053, -2.02849, -0.55397], [-3.31348, -1.16013, -8.19520], [-6.19639, -1.37393, 0.99241], [4.21724, 1.43709, -2.25521], [5.29652, 2.08935, 2.70678], [4.44022, 3.33344, 7.23093], [-11.38097, 3.52687, 0.20586], [3.05767, 2.87101, -0.38718], [-7.16950, 2.24658, -1.06334], [0.02140, -9.51594, -3.24243], [6.31645, 4.06643, 5.13871], [3.34565, -0.97573, 4.23165], [-6.46794, 2.70416, 1.17891], [4.97313, -0.05540, 3.99518], [-11.85259, 1.33920, 1.64702], [-4.02350, -2.84328, -6.64855], [3.49597, 2.55415, 2.07928], [-1.27969, -2.00705, -7.10370], [-2.00534, -8.36520, -4.02540], [7.37149, 3.62130, 7.97355], [3.12150, 0.37983, 2.05918], [3.11979, -1.47083, 1.66719], [4.11123, -2.19489, -0.23001], [-1.06050, -0.25287, -7.23046], [-1.80310, 0.06523, -4.90294], [4.79582, -0.39795, -2.08051], [0.29434, -8.27761, -2.01260], [-4.92093, -1.43811, -5.99678], [-7.22811, -0.36003, -1.24206], [-5.63030, 1.48278, -1.47313], [-2.17342, 0.44465, 0.46110], [5.38081, -2.79134, 1.08142], [-7.83440, 0.30193, 0.28617], [7.27162, -0.19725, -0.28146], [2.97362, 4.72393, 1.58316], [0.23236, -2.39781, -3.47081], [5.36507, 2.52871, 8.53546], [2.87781, -1.45413, -3.37887], [8.01975, 1.74076, 6.18830], [-5.02322, -0.80873, -0.23853], [-9.74166, 0.84831, 3.10743], [-0.69425, 1.42817, 1.32353], [-2.46695, -6.04282, -3.40585]]}



Entry 4:
{"formula": "C22H18BrF5NOSeSn", "method": "the ωB97M-V functional and the def2-TZVPD basis", "de_lowest_ev": 0.582, "homo_energy_ev": [-16.94, -16.93], "homo_lumo_gap_ev": [4.19, 4.31], "charge": 3, "e_lumo_ev": [-12.75, -12.62], "species": ["Sn", "Br", "Se", "F", "F", "F", "F", "F", "O", "N", "C", "C", "C", "C", "C", "C", "C", "C", "C", "C", "C", "C", "C", "C", "C", "C", "C", "C", "C", "C", "C", "C", "H", "H", "H", "H", "H", "H", "H", "H", "H", "H", "H", "H", "H", "H", "H", "H", "H", "H"], "xyz": [[0.46195, 0.42560, -2.17935], [0.01567, 2.06791, 0.24634], [2.91711, -1.44461, -0.60032], [5.47811, -6.14806, 1.71071], [1.83769, -4.27793, -0.43476], [6.80760, -3.82779, 1.75693], [5.63432, -1.65759, 0.66208], [3.04124, -6.43746, 0.66045], [-1.52164, -0.00600, -1.65790], [1.13460, 2.75259, -2.12703], [-4.67117, -0.27740, 1.91623], [4.93037, -5.12836, 1.18669], [1.11308, 4.59776, -0.61167], [-1.02543, -1.96976, 0.36762], [-4.21239, -1.36280, 4.13782], [-2.27839, -1.31181, 0.89125], [3.62598, -5.27092, 0.61785], [5.03337, -2.80329, 0.65522], [2.97798, 5.57918, -3.79301], [-3.85471, -1.07294, 2.71821], [-2.67492, 0.10484, -1.12071], [-4.33850, 0.03988, 0.62013], [1.79755, 5.35844, -1.55739], [5.62734, -3.89035, 1.20442], [-3.07980, -0.41308, 0.11205], [0.83982, 3.30347, -0.95555], [3.70016, -2.89789, 0.06677], [3.03093, -4.18761, 0.07163], [-5.31407, 0.84354, -0.20176], [2.17545, 4.81276, -2.78103], [1.79011, 3.50103, -3.02968], [-2.67913, -1.60690, 2.16133], [-3.40499, 0.69764, -1.67025], [2.04738, 6.38802, -1.32951], [-1.09028, -2.20776, -0.69118], [-6.18447, 1.10894, 0.39065], [0.82092, 5.00362, 0.34660], [2.01240, 3.02871, -3.97838], [-5.06259, -0.77668, 4.47593], [-0.15756, -1.31246, 0.51025], [-3.36176, -1.17342, 4.79466], [-0.83445, -2.88891, 0.91806], [2.50782, 5.54897, -4.77639], [3.10410, 6.61748, -3.49645], [-4.88395, 1.76646, -0.59234], [-5.66704, 0.26583, -1.05894], [-2.07666, -2.27465, 2.76793], [-4.45729, -2.42194, 4.25572], [-5.60096, 0.09978, 2.32283], [3.96906, 5.13594, -3.90273]]}



Entry 5:
{"formula": "C4H8O", "method": "the ωB97M-V functional and the def2-TZVPD basis", "de_lowest_ev": 1.207, "homo_energy_ev": -10.22, "homo_lumo_gap_ev": 11.37, "smiles": "CC[C@H]1CO1", "charge": 0, "e_lumo_ev": 1.16, "species": ["O", "C", "C", "C", "C", "H", "H", "H", "H", "H", "H", "H", "H"], "xyz": [[-1.44817, 0.68790, 1.38722], [0.72831, -0.77087, -1.41425], [-0.32415, 0.11587, -0.75012], [-0.48785, -0.12987, 0.73199], [-0.08510, 0.84916, 1.74454], [0.36697, 1.78903, 1.42607], [-0.52905, -1.17965, 1.03611], [0.51569, -1.83322, -1.24821], [1.73778, -0.56714, -1.03968], [0.17344, 0.52648, 2.75331], [-0.08116, 1.17351, -0.90687], [-1.29967, -0.05530, -1.22366], [0.73296, -0.60591, -2.49646]]}



| no. | DFT total energy (Ha) |
| --- | --- |
| 1 | -973.35980 |
| 2 | -566.36233 |
| 3 | -5233.27380 |
| 4 | -6667.10919 |
| 5 | -232.40127 |